This record from the Open Molecules 2025 dataset describes a 2-piece molecular cluster, C2H8NOS overall at a distorted geometry. The level of theory is wB97M-V/def2-TZVPD.

Atoms and positions in Å:
C: -0.1550 -2.4853 0.0832
S: -0.0935 -1.6832 1.7321
H: 0.7817 -2.3343 -0.4352
H: -0.2906 -3.5686 0.2444
H: -1.0760 -2.2928 -0.4795
N: 0.4204 1.2441 -1.1284
C: 0.3180 2.0163 0.1205
O: -0.7815 1.6998 0.9452
H: -0.4008 1.4974 -1.6645
H: 0.3841 0.2475 -0.9303
H: 1.2596 1.8596 0.6535
H: 0.2720 3.0657 -0.1737
H: -0.6384 0.7339 1.0328

Forces on the atoms, in the same order (eV/Å):
C -0.7 -1.1 1.0
S -0.1 0.5 -0.3
H 0.0 0.1 -0.6
H 0.5 0.1 0.0
H 0.4 0.8 -0.3
N -0.3 0.7 0.4
C 0.6 -0.2 -0.5
O 0.5 -0.2 -0.8
H -0.1 -0.4 -0.2
H 0.0 0.0 0.1
H 0.0 0.0 0.2
H -0.2 0.1 0.2
H -0.5 -0.4 0.8

Total charge: -1
HOMO level: -2.624 eV
LUMO level: 4.12 eV
Kohn-Sham gap: 6.74 eV



This record from the Open Molecules 2025 dataset describes C6H5N2O4PtS3 as an isolated structure. The level of theory is wB97M-V/def2-TZVPD.

Atoms and positions in Å:
Pt: 1.4462 -0.6883 0.0393
O: -0.4324 -0.1498 -1.0382
N: -1.1846 0.7721 -0.3665
C: -2.1509 1.4149 -1.1321
C: -3.2144 2.0334 -0.5328
C: -3.3425 2.0532 0.8611
C: -2.2955 1.4373 1.6174
C: -1.2357 0.8092 1.0131
S: 0.1139 0.1324 1.9054
H: -1.9698 1.3787 -2.1948
H: -3.9408 2.5261 -1.1716
H: -4.1746 2.5442 1.3479
H: -2.2862 1.4893 2.6990
N: 0.9737 -3.6181 -0.7228
C: 0.9570 -2.5544 -0.1942
H: 1.6362 -3.9834 -1.3894
O: 3.6442 -0.7093 1.1780
S: 4.3459 -1.2040 -0.0450
O: 4.1321 -2.6352 -0.2533
O: 5.7474 -0.8222 -0.0927
S: 3.2307 -0.2261 -1.5279

Forces on the atoms, in the same order (eV/Å):
Pt -0.7 0.3 0.2
O 0.0 0.1 -0.1
N 0.1 0.0 0.0
C -0.1 0.0 0.1
C 0.0 0.0 -0.1
C 0.0 0.0 0.0
C 0.0 0.0 0.0
C 0.0 0.0 0.0
S 0.0 0.1 0.1
H 0.0 0.0 0.0
H 0.0 0.0 0.0
H 0.0 0.0 0.0
H 0.0 0.0 0.0
N -0.2 -0.2 0.2
C 0.6 0.2 -0.4
H 0.1 0.1 0.0
O 0.2 -0.3 -0.2
S -0.2 -0.1 0.2
O 0.1 0.0 0.0
O 0.0 0.2 -0.1
S 0.0 -0.2 0.1

2S+1: 4
Total charge: -2
HOMO level (alpha / beta): 1.237 / -1.057 eV
LUMO level (alpha / beta): 5.31 / 5.29 eV
Kohn-Sham gap (alpha / beta): 4.07 / 6.34 eV
<S²>: 3.7772



Going through the records in order, we get ΔE to the lowest compared entry with this formula, charge and spin values of 12.2; 34.6 kcal/mol.